[1]
{
  "formula": "C46H43F7O8S2",
  "method": "ωB97M-V with the def2-TZVPD basis set",
  "elements": ["S", "S", "F", "F", "F", "F", "F", "F", "F", "O", "O", "O", "O", "O", "O", "O", "O", "C", "C", "C", "C", "C", "C", "C", "C", "C", "C", "C", "C", "C", "C", "C", "C", "C", "C", "C", "C", "C", "C", "C", "C", "C", "C", "C", "C", "C", "C", "C", "C", "C", "C", "C", "C", "C", "C", "C", "C", "C", "C", "C", "C", "C", "C", "H", "H", "H", "H", "H", "H", "H", "H", "H", "H", "H", "H", "H", "H", "H", "H", "H", "H", "H", "H", "H", "H", "H", "H", "H", "H", "H", "H", "H", "H", "H", "H", "H", "H", "H", "H", "H", "H", "H", "H", "H", "H", "H"],
  "positions_angstrom": [[-4.3054, 2.7808, 1.5114], [2.2418, -4.4110, 3.3839], [-2.6262, -2.2556, 0.5651], [-0.2824, 0.6722, -4.9846], [2.3093, 3.5614, 0.4941], [5.5682, 4.0055, -2.5415], [-0.1179, 2.8080, 5.8706], [0.4231, 4.8572, -3.8325], [2.9534, -2.8976, -2.1390], [-3.6113, 2.8765, 0.0706], [1.7139, -3.6661, 4.4834], [-3.0777, 1.9617, 2.2311], [-4.4792, 4.0646, 2.0463], [-5.4490, 1.8959, 1.4287], [1.0785, -4.4016, 2.2174], [2.8534, -5.6960, 3.5344], [3.2910, -3.5267, 2.6128], [1.7034, 2.3601, 0.4468], [0.6604, -3.0512, -2.1804], [-0.1664, 1.4350, 5.6310], [0.8845, -5.4672, -0.7371], [0.7432, 0.6156, 6.2676], [-2.9993, -4.0541, 3.6989], [-3.2950, -2.0772, -4.9486], [4.8882, 2.8730, -2.7246], [-3.0025, -2.6664, 1.8039], [3.2969, 1.6876, -4.0987], [-2.4375, -3.7231, 2.4816], [-4.7491, -2.3356, 3.4742], [-2.5354, 0.2009, -4.7156], [1.0900, -3.0451, 1.6960], [1.1046, 0.4974, -0.9008], [0.4979, 8.0607, -2.3084], [1.9935, -4.7742, -1.1001], [-0.3891, -5.0072, -1.1449], [-0.9726, -1.5945, -5.0954], [-0.4534, -3.7719, -1.8119], [3.8237, 2.9019, -3.6216], [1.5736, 6.5172, -0.7890], [1.3044, 5.4007, -1.6900], [0.7833, 0.3897, 1.4428], [1.8721, -3.5936, -1.7717], [-3.5968, -0.7309, -4.8774], [-2.8838, 1.6961, -0.1431], [1.1502, 7.8050, -1.0820], [5.4323, 1.6553, -2.2046], [1.6147, 1.7352, -0.7917], [0.6921, -0.2451, 0.1961], [0.4717, -0.7283, 5.9685], [-1.2454, -0.2747, -4.9208], [-4.1301, -2.0444, 2.2835], [-1.2904, -0.2838, 4.3740], [0.6754, 5.7967, -2.8745], [-0.4650, -1.1595, 5.0111], [1.2293, 1.7112, 1.6191], [-2.1800, 1.4452, 1.2185], [4.7844, 0.4737, -2.5981], [-1.9877, -2.5434, -5.0375], [2.5236, -2.5560, 1.8365], [0.1756, 7.0734, -3.1409], [3.7446, 0.4735, -3.5297], [-1.0906, 1.0862, 4.6704], [-4.1431, -3.4017, 4.1922], [-4.1566, -2.7460, -4.8940], [6.3373, 1.5670, -1.6784], [0.9749, -6.3689, -0.1530], [1.1176, -1.4735, 6.4358], [-0.4240, -2.2761, 4.7804], [2.4413, 1.6110, -4.8122], [0.0714, -1.8183, -5.2500], [-1.7741, -3.6542, -5.1372], [-1.9136, -0.6327, 3.5717], [2.2200, 6.3343, 0.0485], [5.1400, -0.4834, -2.2847], [1.3524, 2.0431, 2.6310], [-1.5629, -4.2171, 2.1103], [0.2192, 9.0727, -2.5956], [1.3859, 8.6349, -0.4801], [-2.1545, 0.3796, 1.4423], [1.4467, 4.3515, -1.4054], [0.4163, -0.1470, 2.2955], [-2.1714, 1.8379, -0.9456], [-5.5690, -1.7373, 3.8396], [0.6463, -2.1341, -2.7496], [-1.6557, 1.8217, 4.1851], [0.8591, -3.1101, 0.6321], [-1.2120, 1.8962, 1.4001], [-4.6251, -0.4177, -4.9085], [0.4367, -2.4470, 2.2815], [0.2007, -1.2303, 0.0281], [-2.5170, -4.8050, 4.3445], [3.0732, -2.4080, 0.9095], [-1.2805, -5.6248, -1.0136], [-0.2701, 7.1874, -4.1270], [1.9882, 2.2583, -1.6875], [2.5859, -1.6124, 2.4036], [3.6407, 3.8400, -4.1250], [-2.7403, 1.2444, -4.4208], [-4.5737, -3.6304, 5.1177], [1.4407, 0.9155, 7.0137], [-1.4681, -3.4535, -2.1196], [3.3805, -0.5070, -3.7482], [2.9517, -5.2188, -0.8357], [-4.6353, -1.2666, 1.7155], [-3.6727, 0.8981, -0.2855], [0.8658, 0.1353, -1.9547]],
  "atomic_forces_ev_per_a": [[-0.690, -2.312, -0.234], [0.103, -0.789, -0.209], [0.704, -0.308, 0.141], [0.448, -0.429, 0.204], [-0.245, -0.173, 0.374], [0.047, 0.455, 0.456], [0.229, -1.069, 0.004], [0.075, 0.043, 0.329], [0.896, 0.093, 0.033], [-0.436, 1.348, 0.502], [0.102, -0.393, -0.097], [-1.186, 1.224, -0.821], [0.316, 0.802, 0.348], [1.382, 0.723, 0.051], [1.216, 0.049, 0.763], [-1.113, 0.811, -0.026], [-0.840, 0.142, -0.642], [-0.182, -1.001, 1.079], [0.481, -0.606, 0.784], [0.169, 2.549, -0.284], [-2.488, -0.320, -0.270], [-2.176, -1.505, -0.779], [-0.700, -0.093, 1.375], [-0.705, -0.680, -0.056], [0.776, -2.066, -0.194], [-1.133, -0.155, -0.230], [-0.842, -1.040, 0.748], [0.378, 0.566, -0.303], [1.965, -1.833, 0.594], [-1.261, -0.436, -0.229], [0.795, -1.180, -0.654], [-1.666, -2.216, -2.168], [-0.052, 1.871, 1.744], [1.602, -0.393, 0.542], [1.115, 0.227, 0.092], [0.960, -0.725, -0.044], [-2.039, -0.798, -0.375], [0.642, -0.762, -0.605], [-0.266, -1.198, -1.350], [-0.662, 2.317, 0.184], [-0.169, -0.169, -0.513], [-0.516, 0.958, -0.993], [1.624, 0.938, 0.666], [-0.381, -1.523, 1.105], [0.044, -1.078, -1.536], [-2.344, 0.483, -1.683], [1.107, 2.410, -0.184], [-0.456, 0.309, 0.165], [1.128, -0.195, -0.005], [-1.484, 1.600, 0.271], [-1.310, 1.630, -0.508], [0.878, 1.487, -0.110], [-0.336, -1.173, 0.815], [1.248, -2.440, 0.838], [1.004, -0.772, -1.741], [-0.729, -0.758, 0.320], [-0.013, 1.169, -0.464], [-0.006, -0.943, -0.297], [1.424, 1.318, 0.784], [0.715, -2.251, -1.918], [0.453, 1.257, 0.445], [0.042, -2.112, 0.423], [0.115, 1.189, -1.383], [0.463, -0.135, -0.282], [0.881, 0.447, 0.846], [0.038, -0.188, -0.073], [-0.269, 0.033, -0.168], [-0.427, 1.673, 0.313], [0.966, 0.510, 0.502], [0.107, -0.464, -0.077], [-0.217, 1.657, 0.205], [-0.533, 0.115, -0.058], [-0.179, -0.104, 0.525], [0.309, -0.365, 0.416], [-0.053, 0.672, 0.135], [0.314, -0.263, -0.152], [0.044, -0.061, 0.334], [0.349, 0.682, 0.871], [0.402, -0.079, -0.319], [0.326, 0.790, -0.458], [-0.014, -0.065, 0.533], [-0.182, -0.088, -0.239], [-0.150, -0.227, 0.016], [-0.137, 0.031, 0.039], [-0.693, 1.071, -0.422], [-0.467, -0.052, 0.352], [-0.050, 0.203, -0.447], [-0.157, 0.189, 0.310], [-0.829, 0.509, 0.280], [0.514, 0.933, 0.392], [-0.323, 0.272, -0.541], [-0.199, -0.243, -0.114], [0.258, 0.420, 0.223], [-0.111, 0.280, 0.306], [-0.236, -0.237, 0.555], [-0.224, -0.288, -0.302], [-0.409, 0.113, 0.182], [0.284, -0.568, -0.616], [-0.248, -0.673, 1.325], [0.369, 0.328, 0.215], [0.769, 0.071, 0.128], [-0.606, -0.197, -0.614], [0.056, 0.531, -0.130], [0.517, 0.036, -0.382], [1.275, 0.436, -0.367], [0.714, 0.220, 1.484]],
  "multiplicity": 1,
  "e_above_lowest_kcal_mol": 19.0,
  "homo_lumo_gap_ha": 0.3523,
  "homo_energy_ha": -0.339,
  "lumo_energy_ev": 0.37,
  "total_energy_ha": -3875.88752
}


[2]
{
  "formula": "BrPb2",
  "method": "ωB97M-V with the def2-TZVPD basis set",
  "elements": ["Pb", "Pb", "Br"],
  "positions_angstrom": [[1.6638, 0.3672, 1.4096], [-2.1632, -0.7548, -0.5245], [0.4994, 0.3876, -0.8851]],
  "atomic_forces_ev_per_a": [[1.512, 0.284, 1.522], [-0.438, -0.053, -0.578], [-1.074, -0.231, -0.943]],
  "charge": 3,
  "multiplicity": 1,
  "e_above_lowest_kcal_mol": 21.7,
  "homo_lumo_gap_ha": 0.3393,
  "homo_energy_ha": -0.917,
  "lumo_energy_ev": -15.71,
  "total_energy_ha": -2958.45244
}